Molecular formula: C23H49BBrIN2O7PS
Method: DFT, ωB97M-V with the def2-TZVPD basis set

```
86
Properties=species:S:1:pos:R:3:lowdin_charge:R:1
I 0.95 1.31 -0.75 0.51
Br 3.37 -2.63 2.99 0.71
S 3.15 3.22 -3.99 0.55
P -0.44 0.44 1.15 0.69
O 1.83 2.67 -4.08 -0.30
O -0.73 -2.42 3.20 0.02
O 1.02 -1.24 2.32 -0.15
O 3.37 4.62 -4.19 -0.28
O 4.12 2.40 -4.95 -0.26
O -0.95 -2.00 6.25 0.08
O -2.02 0.55 0.67 -0.39
N 0.18 -0.76 4.76 0.02
N 1.52 -3.95 0.08 0.01
C 0.12 -1.38 1.27 -0.42
C 3.89 2.74 -2.46 -0.16
C -0.96 -1.10 5.46 -0.53
C -2.79 2.02 -3.13 -0.21
C 1.77 -2.74 4.21 -0.44
C -2.08 4.46 -1.33 -0.10
C -0.88 -2.48 1.78 -0.38
C -1.73 -1.30 -1.94 -0.24
C -3.00 -2.23 0.17 -0.16
C 0.24 0.66 4.42 -0.10
C -2.39 -2.26 1.60 -0.12
C -2.10 -2.51 -1.06 -0.18
C 3.73 2.26 -6.33 -0.26
C 3.20 -1.10 5.63 -0.16
C 0.80 -4.50 1.22 -0.27
C -2.16 4.46 -2.88 -0.25
C -2.27 -0.35 5.27 0.00
C -1.78 3.11 -3.50 -0.23
C -2.88 -0.48 -2.47 -0.19
C -0.63 -4.00 1.48 -0.10
C 3.98 3.51 -7.14 -0.08
C -2.28 0.61 -3.41 -0.20
C 2.30 -2.35 5.60 -0.32
B 0.53 -1.76 3.61 -0.90
H -1.20 0.63 -3.23 0.07
H 1.51 -2.28 6.35 0.09
H -3.40 0.04 -1.67 0.09
H 3.32 4.32 -6.82 0.07
H -2.38 0.32 -4.46 0.11
H 1.38 -4.45 2.13 0.06
H -3.17 4.74 -3.17 0.09
H -0.96 -0.70 -1.45 0.01
H -2.88 -3.06 2.16 0.12
H 0.70 -5.58 1.03 0.10
H -2.31 0.53 5.92 0.08
H -2.39 -0.08 4.22 0.06
H -3.01 4.83 -0.91 0.06
H -0.65 0.99 3.86 0.03
H 2.94 -0.39 4.85 0.05
H 2.16 -3.22 0.40 0.02
H 0.20 1.23 5.35 0.09
H -1.76 3.26 -4.58 0.11
H -2.95 2.09 -2.05 0.09
H -1.86 3.47 -0.95 0.03
H -2.40 1.37 1.01 0.05
H 0.66 -1.55 0.34 0.06
H 4.33 1.44 -6.72 0.12
H 0.90 -3.48 -0.57 0.04
H -2.67 -3.17 -1.72 0.11
H -0.99 -4.52 2.36 0.12
H -1.29 5.14 -1.02 0.06
H 3.38 3.27 -1.67 0.05
H -0.78 2.88 -3.14 0.07
H 5.00 3.86 -7.00 0.08
H -3.47 -1.26 0.03 0.07
H 1.10 0.92 3.82 0.08
H 3.07 -0.63 6.61 0.07
H -1.51 5.24 -3.28 0.09
H 2.95 -3.17 5.93 0.09
H 3.77 1.66 -2.34 0.05
H -3.05 -1.02 5.60 0.08
H -1.17 -3.03 -0.85 0.07
H -3.56 -1.07 -3.08 0.11
H 3.80 3.32 -8.19 0.08
H 2.68 1.95 -6.39 0.11
H -1.24 -1.75 -2.81 0.12
H 1.46 -3.78 4.25 0.07
H -2.66 -1.35 2.14 0.09
H -1.25 -4.36 0.66 0.10
H 4.94 3.01 -2.49 0.07
H -3.83 -2.94 0.13 0.10
H 4.25 -1.37 5.56 0.04
H -3.71 2.18 -3.69 0.12
```

Computed properties:
Calculated total energy ... -140906.401 eV
Kohn-Sham gap ... 7.36 eV
HOMO energy ... -5.27 eV
Lowest unoccupied orbital energy ... 0.07688 hartree
Total charge ... -1